1.
15
Properties=species:S:1:pos:R:3:forces:R:3:lowdin_charge:R:1 method="wB97M-V/def2-TZVPD" e_above_lowest_ev=0.970 spin_multiplicity=1 homo_energy_ev=-8.9 e_tot_ev=-18577.253 orbital_gap_ev=9.209
C -0.255 0.676 1.604 0.0006 0.2707 -1.9064 -0.137
C 1.012 0.708 1.084 1.0499 0.0176 -0.4218 -0.155
C -1.389 0.830 0.836 -0.2685 -0.0091 0.2511 -0.246
C 1.179 0.886 -0.306 0.5651 0.4485 -0.6689 -0.213
N -1.573 1.025 -0.454 1.5711 0.2076 -1.5224 -0.091
N 0.003 -2.127 -0.656 -1.1840 -0.8723 -3.3096 -0.028
O -0.234 1.350 -2.793 0.2695 -0.3585 1.4649 -0.352
P -0.225 1.108 -1.326 0.6293 -0.0717 -0.0140 0.749
H -0.299 0.577 2.616 -0.7330 -0.3318 2.6257 0.067
H 1.819 0.585 1.898 -0.7816 0.2639 -2.0521 0.141
H -2.338 0.837 1.263 -1.3648 -0.2034 1.6514 0.087
H 2.164 0.957 -0.825 -0.8569 -0.1316 0.6784 0.077
H 0.436 -1.937 -1.624 -0.4396 -0.1112 1.9028 0.039
H 0.605 -2.867 -0.285 -0.3863 0.0738 -0.0408 0.005
H -0.903 -2.608 -1.031 1.9291 0.8075 1.3615 0.060


2.
15
Properties=species:S:1:pos:R:3:forces:R:3:lowdin_charge:R:1 method="wB97M-V/def2-TZVPD" smiles=NCN.CO e_above_lowest_ev=1.163 spin_multiplicity=1 homo_energy_ev=-9.1 e_tot_ev=-7262.760 orbital_gap_ev=10.024
N 1.183 0.673 1.115 1.0723 -0.8305 -0.5937 -0.025
C 0.879 -0.589 1.737 -0.5500 0.8573 0.8155 -0.374
N 0.370 -0.292 3.140 0.8728 -1.0932 -1.1870 -0.032
H 0.433 1.288 0.833 0.4945 -0.0569 0.3631 0.067
H 2.160 0.973 1.149 -1.1547 0.1458 -0.1599 0.071
H 1.754 -1.283 1.677 -0.3972 0.7166 0.2353 0.108
H 0.066 -1.102 1.220 -0.0554 0.0882 -0.0367 0.091
H 0.142 -1.210 3.547 0.2914 0.6657 0.3458 0.052
H 1.175 0.144 3.610 -0.6266 -0.4979 0.1769 0.053
C -1.481 0.320 -3.302 -0.9773 1.1409 -0.3869 -0.184
O -1.320 -0.502 -2.163 0.3135 -0.0061 -0.2512 -0.114
H -1.080 -0.004 -4.272 0.3898 -0.5565 0.5305 0.074
H -1.169 1.365 -3.173 0.3988 -0.2369 0.3270 0.075
H -2.555 0.442 -3.475 -0.0544 -0.3359 0.0811 0.073
H -0.557 -0.224 -1.644 -0.0176 -0.0005 -0.2599 0.064


3.
160
Properties=species:S:1:pos:R:3:forces:R:3:lowdin_charge:R:1 method="wB97M-V/def2-TZVPD" e_above_lowest_ev=0.657 spin_multiplicity=1 homo_energy_ev=-10.4 e_tot_ev=-194427.479 orbital_gap_ev=7.285 total_charge=+1
C 2.658 -3.041 -0.842 0.2617 -0.0143 -0.1304 -0.071
C 2.784 -2.493 -2.278 -0.2570 -0.3436 0.1971 -0.194
C 1.516 -2.716 -3.128 0.4399 -0.1350 -0.1257 -0.329
C 1.929 -3.024 -4.583 -0.1139 0.0504 0.3763 -0.092
C 0.470 -1.539 -3.066 0.0619 -0.1297 -0.2548 -0.275
C 1.012 -0.405 -3.973 -0.0112 0.7314 0.1056 -0.110
C 0.602 1.041 -3.639 0.2545 -0.1868 -0.1952 -0.198
F 0.575 1.762 -4.818 -0.1420 0.0202 -0.1126 -0.022
C 0.331 -0.970 -1.683 0.1433 -0.0747 0.5119 -0.132
C 1.267 -0.089 -0.937 -0.0516 0.3884 -0.3650 0.026
N -0.785 -1.286 -1.119 -0.7960 0.5417 -0.8946 -0.022
N -1.124 -0.823 0.140 0.3930 0.3300 0.4167 0.147
C -1.562 -2.275 -1.913 0.8647 -1.7032 1.0872 -0.483
O -0.919 -3.524 -1.479 0.0705 0.7489 -0.4122 -0.176
P -3.452 -2.544 -1.533 -0.8433 0.5737 -0.3385 1.007
C -3.519 -4.321 -1.148 -0.0425 -0.0414 -0.1842 -0.256
O -3.658 -1.904 -0.015 0.2032 -0.1842 -0.2554 -0.324
C -1.035 -2.016 -3.357 0.0463 -0.4507 -0.5530 -0.547
I -1.327 -3.986 -4.329 -0.0175 -0.3185 0.6642 1.132
C -1.791 -1.024 -4.304 -0.3537 -0.4823 -0.1462 -0.645
Br -1.340 -1.432 -6.184 0.0610 0.6454 -0.2821 0.774
C -3.305 -0.989 -4.213 -0.2206 0.1570 -0.1286 -0.367
C -3.980 -0.102 -5.262 -0.2166 0.1350 0.3915 -0.118
H 3.120 -2.384 -0.107 -0.1034 0.0539 0.0823 0.074
H 1.623 -3.245 -0.567 -0.0713 0.1717 0.1126 0.057
H 3.184 -3.992 -0.761 -0.0667 -0.0666 -0.0054 0.082
H 3.087 -1.450 -2.270 0.0905 0.0805 -0.1269 0.092
H 3.588 -3.034 -2.773 0.0867 0.0591 -0.0469 0.114
H 1.058 -3.614 -2.726 -0.3219 0.1142 0.0341 0.087
H 1.152 -2.802 -5.307 0.0201 0.0688 -0.1233 0.014
H 2.841 -2.488 -4.837 -0.0070 0.0806 -0.1872 0.088
H 2.127 -4.093 -4.646 0.1298 -0.0034 -0.0730 0.091
H 0.714 -0.562 -5.004 -0.0207 -0.1658 -0.0160 0.058
H 2.101 -0.408 -3.976 0.0155 -0.2825 0.0711 0.130
H 1.333 1.534 -3.002 -0.0469 0.0569 0.1143 0.116
H -0.386 1.116 -3.184 -0.0327 0.1058 0.1539 0.118
H 0.746 0.850 -0.738 -0.0127 -0.0340 0.1605 0.114
H 1.517 -0.523 0.027 0.0041 -0.0771 0.0399 0.106
H 2.153 0.158 -1.508 0.0852 -0.1962 0.0309 0.088
H -1.349 -1.604 0.744 0.2152 -0.0013 0.1154 0.062
H -1.955 -0.245 0.093 -0.1050 -0.0506 -0.2141 0.114
H -0.881 -3.514 -0.514 -0.0639 -0.1648 0.2537 0.066
H -2.780 -4.900 -1.689 0.0206 -0.0099 -0.0311 0.004
H -3.440 -4.528 -0.078 0.1071 -0.0246 0.0492 0.056
H -4.502 -4.639 -1.493 -0.0651 -0.0738 0.1409 0.049
H -3.444 -2.562 0.655 -0.0612 0.0183 0.3893 0.042
H -1.435 -0.008 -4.222 0.1404 0.0555 0.1984 0.064
H -3.582 -0.616 -3.226 0.1481 0.0804 -0.0011 0.064
H -3.720 -1.995 -4.261 0.0567 -0.0534 -0.0255 0.069
H -4.240 -0.650 -6.161 0.1749 0.0248 -0.1474 0.068
H -3.375 0.768 -5.516 0.0935 -0.0116 -0.1191 0.067
H -4.908 0.282 -4.838 -0.0648 -0.0350 -0.0624 0.080
F -3.098 4.223 -9.622 -0.0133 0.0128 0.0041 0.060
C -2.107 3.311 -9.603 0.0723 -0.0640 -0.0050 -0.287
C -1.242 3.240 -10.676 0.0004 0.0693 -0.1026 -0.014
C -0.223 2.300 -10.647 -0.0191 -0.0311 0.0687 -0.080
C -0.085 1.448 -9.560 0.0246 -0.0235 0.0002 -0.094
C -0.969 1.538 -8.494 0.0364 0.0314 -0.0435 -0.098
C -1.989 2.478 -8.509 -0.0649 -0.0176 0.1065 -0.016
H -1.372 3.910 -11.515 -0.0132 0.0140 0.0139 0.120
H 0.466 2.234 -11.478 -0.0042 0.0030 -0.0204 0.106
H 0.711 0.715 -9.544 0.0038 -0.0025 0.0003 0.100
H -0.870 0.873 -7.645 0.0166 0.0906 -0.0464 0.028
H -2.688 2.571 -7.687 -0.0191 0.0141 -0.0203 0.110
F -1.057 -1.084 2.850 -0.0108 0.1302 0.2363 -0.005
C -0.646 -0.016 3.596 0.0812 0.2084 0.0741 -0.276
C 0.147 -0.236 4.703 -0.0150 -0.0796 0.0591 -0.017
C 0.564 0.858 5.449 -0.0483 0.1167 -0.1025 -0.060
C 0.184 2.141 5.080 0.0376 0.0234 0.0297 -0.068
C -0.615 2.334 3.963 0.0246 -0.2733 0.0449 -0.059
C -1.037 1.247 3.211 -0.0587 0.0019 -0.1715 -0.013
H 0.427 -1.238 4.989 -0.0360 -0.0159 0.0996 0.099
H 1.189 0.705 6.318 -0.0115 -0.0211 0.0188 0.112
H 0.508 2.992 5.663 -0.0120 0.0217 -0.0035 0.106
H -0.918 3.327 3.684 -0.0287 0.1104 -0.0079 0.074
H -1.660 1.377 2.335 -0.0312 -0.0129 0.0313 0.110
F -0.355 5.350 4.548 -0.0262 0.1025 -0.0688 0.039
C -0.444 6.305 3.588 0.0407 0.0898 -0.0505 -0.280
C 0.029 7.570 3.869 0.1105 0.0059 0.0861 -0.008
C -0.047 8.543 2.882 -0.1259 -0.0642 -0.0128 -0.074
C -0.604 8.244 1.647 -0.0292 0.0430 -0.0109 -0.097
C -1.081 6.967 1.392 0.0214 0.0364 0.0212 -0.083
C -0.997 5.981 2.364 -0.0469 -0.1219 0.0212 -0.027
H 0.456 7.782 4.840 -0.0096 -0.0162 0.0056 0.123
H 0.332 9.534 3.077 0.0096 0.0280 0.0372 0.099
H -0.661 9.005 0.882 -0.0091 0.0115 -0.0055 0.103
H -1.516 6.733 0.429 0.0057 -0.0141 -0.0111 0.109
H -1.356 4.979 2.177 -0.0184 -0.0053 0.0186 0.103
F -3.739 -7.338 -1.704 -0.0105 -0.0279 -0.0123 0.041
C -3.421 -8.185 -0.697 0.0449 -0.0334 0.0660 -0.285
C -4.421 -8.934 -0.113 -0.1338 0.0155 -0.0320 -0.011
C -4.084 -9.798 0.918 0.0826 0.0196 0.0046 -0.072
C -2.768 -9.895 1.350 0.0030 -0.0226 0.0366 -0.088
C -1.782 -9.128 0.747 -0.0667 -0.0011 0.0209 -0.087
C -2.105 -8.264 -0.290 0.1063 0.0969 -0.0240 -0.030
H -5.440 -8.840 -0.463 0.0109 -0.0008 -0.0232 0.121
H -4.852 -10.399 1.384 -0.0183 0.0019 0.0028 0.110
H -2.512 -10.570 2.155 0.0028 -0.0072 0.0041 0.105
H -0.756 -9.203 1.081 0.0259 -0.0182 -0.0170 0.102
H -1.352 -7.664 -0.784 -0.0149 -0.0040 -0.0360 0.113
F -0.720 -3.441 1.541 -0.0468 -0.0793 -0.1562 -0.002
C 0.035 -4.179 2.426 0.1621 -0.2123 0.1721 -0.246
C 0.703 -3.523 3.435 -0.0002 0.0512 -0.1271 -0.010
C 1.461 -4.278 4.319 -0.0043 -0.1138 -0.0393 -0.049
C 1.539 -5.656 4.175 -0.1557 0.0133 -0.1206 -0.081
C 0.853 -6.286 3.145 0.0328 0.0930 0.0309 -0.055
C 0.086 -5.544 2.257 -0.1176 -0.0444 -0.1946 -0.009
H 0.628 -2.455 3.521 0.0470 -0.0162 -0.1024 0.072
H 1.991 -3.788 5.125 0.0123 0.0076 -0.0020 0.116
H 2.128 -6.234 4.865 -0.0424 -0.0654 0.0782 0.079
H 0.914 -7.359 3.030 -0.0227 -0.0166 0.0020 0.110
H -0.464 -6.016 1.451 -0.0136 -0.0050 0.0130 0.108
F 3.443 -6.380 6.609 0.1088 0.0039 -0.0248 0.036
C 4.677 -6.682 6.133 0.1269 -0.0166 -0.0290 -0.276
C 5.583 -7.276 6.986 -0.0295 -0.0377 0.1337 -0.013
C 6.846 -7.583 6.503 -0.0064 0.0255 -0.0650 -0.075
C 7.185 -7.289 5.190 0.0354 -0.0090 -0.0160 -0.090
C 6.256 -6.688 4.353 0.0209 -0.0502 0.0667 -0.080
C 4.985 -6.383 4.820 -0.0427 0.0553 0.0055 -0.022
H 5.300 -7.490 8.008 -0.0225 0.0010 -0.0084 0.120
H 7.568 -8.054 7.156 0.0027 0.0015 0.0204 0.109
H 8.173 -7.527 4.820 0.0062 0.0001 -0.0043 0.104
H 6.520 -6.454 3.331 -0.0105 -0.0020 -0.0169 0.105
H 4.251 -5.919 4.178 -0.0004 0.0344 0.0018 0.097
F 1.646 7.887 -0.592 0.0144 -0.1680 -0.1308 0.041
C 2.511 6.887 -0.316 0.0367 -0.0866 0.1178 -0.268
C 3.380 6.464 -1.300 -0.0100 0.0551 -0.1376 -0.014
C 4.266 5.438 -1.003 -0.0295 -0.0333 0.0754 -0.087
C 4.265 4.853 0.256 0.0042 -0.0386 -0.0093 -0.102
C 3.376 5.298 1.226 0.0237 -0.0111 -0.0783 -0.076
C 2.490 6.327 0.946 -0.0850 0.0309 0.1221 -0.002
H 3.362 6.933 -2.274 -0.0021 0.0236 0.0145 0.119
H 4.963 5.098 -1.758 0.0072 0.0094 -0.0190 0.104
H 4.960 4.056 0.483 0.0173 0.0054 0.0099 0.098
H 3.374 4.846 2.209 0.0005 0.0159 0.0244 0.105
H 1.794 6.698 1.688 0.0176 0.0106 -0.0278 0.098
F -7.877 -0.026 5.401 -0.0193 0.0036 0.0067 0.067
C -6.655 -0.331 4.932 0.0900 -0.0228 -0.0343 -0.285
C -5.739 -0.915 5.784 -0.0087 -0.0320 0.1149 -0.009
C -4.481 -1.231 5.294 -0.0144 0.0352 -0.0634 -0.075
C -4.154 -0.953 3.973 -0.0789 -0.0184 -0.0194 -0.098
C -5.093 -0.363 3.137 0.0361 -0.0242 0.0575 -0.086
C -6.357 -0.049 3.614 -0.0636 0.0541 -0.0887 -0.012
H -6.013 -1.116 6.811 -0.0253 0.0032 -0.0070 0.121
H -3.753 -1.693 5.947 0.0029 0.0056 0.0196 0.107
H -3.175 -1.200 3.597 0.0522 -0.0287 -0.0029 0.072
H -4.843 -0.145 2.106 -0.0203 -0.0155 -0.0196 0.092
H -7.106 0.405 2.979 -0.0128 0.0107 0.0253 0.119
F 2.383 10.309 2.175 0.0272 0.0503 -0.0048 0.041
C 2.395 11.254 1.205 0.0642 0.0518 -0.1153 -0.276
C 2.957 12.483 1.480 0.0594 0.0254 0.1285 -0.016
C 2.984 13.438 0.475 -0.0364 -0.0395 -0.0570 -0.081
C 2.452 13.155 -0.775 0.0018 0.0231 -0.0228 -0.094
C 1.888 11.911 -1.022 0.0117 0.0694 0.0594 -0.076
C 1.856 10.945 -0.027 -0.0921 -0.0150 -0.0062 -0.017
H 3.367 12.681 2.461 0.0024 -0.0218 -0.0002 0.118
H 3.427 14.406 0.670 -0.0018 0.0122 0.0174 0.106
H 2.475 13.905 -1.554 0.0011 0.0026 -0.0067 0.102
H 1.467 11.691 -1.994 0.0026 -0.0163 -0.0113 0.106
H 1.428 9.969 -0.198 0.0419 0.0573 0.0276 0.085